No. 1
82
Properties=species:S:1:pos:R:3 method="wB97M-V/def2-TZVPD" relative_energy_kcal_mol=0.0 homo_ev="-18.74 / -19.35" multiplicity=5 homo_lumo_gap_ev="7.56 / 5.93" e_tot_ev=-50779.0055 total_charge=+4 s_squared=6.07 e_lumo_ev="-11.2 / -13.4"
Pd 0.423 -0.231 -0.548
C 6.340 3.156 1.855
C 5.016 2.515 1.706
C 4.378 1.888 2.810
C 3.162 1.266 2.683
C 2.568 0.727 3.888
N 1.398 0.200 3.982
C 0.800 -0.276 5.246
C 0.248 -1.707 5.144
C -1.270 -1.821 5.069
N -1.795 -1.146 3.869
C -2.939 -0.560 3.763
C -3.378 0.118 2.573
C -4.676 0.571 2.514
C -5.178 1.249 1.374
C -6.587 1.702 1.312
C -4.277 1.534 0.316
C -2.967 1.153 0.347
C -2.027 1.604 -0.717
N -2.334 1.433 -1.925
C -1.568 1.986 -3.029
C -0.221 2.685 -2.823
C 1.048 1.816 -2.869
N 1.523 1.392 -1.538
C 2.522 2.022 -1.065
C 3.134 1.873 0.266
C 4.336 2.505 0.464
C 2.499 1.182 1.382
O 1.427 0.545 1.282
C -2.474 0.334 1.445
O -1.329 -0.174 1.420
H 6.499 3.537 2.863
H 6.493 3.951 1.127
H 7.122 2.404 1.675
H 4.870 1.924 3.776
H 3.149 0.794 4.804
H 0.864 0.144 3.112
H 0.021 0.438 5.522
H 1.578 -0.213 6.004
H 0.556 -2.259 6.032
H 0.711 -2.233 4.304
H -1.747 -1.375 5.942
H -1.558 -2.872 5.026
H -1.242 -1.148 3.008
H -3.593 -0.570 4.632
H -5.347 0.399 3.349
H -7.208 1.243 2.077
H -7.016 1.509 0.326
H -6.625 2.790 1.451
H -4.635 2.105 -0.533
H -1.132 2.140 -0.379
H -2.258 2.690 -3.503
H -1.460 1.187 -3.770
H -0.214 3.319 -1.933
H -0.127 3.383 -3.657
H 1.844 2.378 -3.362
H 0.869 0.915 -3.459
H 3.002 2.786 -1.681
H 4.794 3.033 -0.364
C 2.148 -3.584 -4.594
C 2.741 -2.358 -3.928
N 1.750 -1.782 -3.005
C 0.441 -2.032 -3.050
N -0.324 -1.433 -2.050
C -1.732 -1.782 -1.977
C -2.068 -3.110 -2.621
C -1.527 -3.108 -4.032
N -0.093 -2.766 -4.006
C 0.758 -3.260 -5.110
H 2.096 -4.416 -3.890
H 2.782 -3.894 -5.422
H 3.015 -1.602 -4.666
H 3.630 -2.609 -3.352
H 2.058 -1.199 -2.238
H -2.279 -0.956 -2.460
H -2.023 -1.733 -0.924
H -3.147 -3.252 -2.636
H -1.632 -3.935 -2.053
H -2.052 -2.394 -4.672
H -1.613 -4.092 -4.489
H 0.784 -2.500 -5.895
H 0.273 -4.144 -5.518

No. 2
90
Properties=species:S:1:pos:R:3 method="wB97M-V/def2-TZVPD" relative_energy_kcal_mol=77.3 homo_ev="-9.21 / -13.39" multiplicity=6 homo_lumo_gap_ev="1.48 / 4.80" e_tot_ev=-63134.4354 total_charge=+2 s_squared=8.79 e_lumo_ev="-7.7 / -8.6"
Ir 0.091 0.407 0.802
C -0.793 -4.790 -0.023
C -1.408 -3.802 0.953
C -1.727 -4.500 2.261
O -0.384 -2.796 1.233
B -0.773 -1.622 0.696
O -1.990 -1.658 0.060
C -2.603 -2.960 0.351
C -3.172 -3.498 -0.948
C -3.729 -2.692 1.338
H 0.078 -5.251 0.443
H -0.463 -4.295 -0.938
H -1.501 -5.577 -0.283
H -0.838 -5.024 2.611
H -2.523 -5.234 2.121
H -2.026 -3.793 3.032
H -2.404 -3.604 -1.715
H -3.933 -2.807 -1.313
H -3.642 -4.470 -0.791
H -3.352 -2.206 2.239
H -4.236 -3.615 1.620
H -4.459 -2.030 0.870
O -0.891 0.181 2.975
C 0.162 0.672 3.463
O 1.076 1.101 2.686
C 0.355 0.742 4.935
C 1.505 1.323 5.457
C 1.696 1.369 6.827
C 0.724 0.827 7.644
C -0.432 0.254 7.152
C -0.614 0.213 5.781
N 0.938 0.848 9.112
O 1.995 1.288 9.509
O 0.117 0.279 9.798
H 2.247 1.734 4.787
H 2.576 1.814 7.266
H -1.165 -0.148 7.836
H -1.501 -0.237 5.356
C 4.835 0.055 0.678
N 4.295 1.405 0.492
C 5.209 2.546 0.479
C 2.981 1.543 0.380
C 2.394 2.925 0.313
O 2.267 0.507 0.362
H 5.886 0.132 0.937
H 4.728 -0.537 -0.230
H 4.302 -0.452 1.479
H 6.202 2.193 0.220
H 5.260 3.030 1.456
H 4.910 3.283 -0.262
H 2.778 3.546 1.121
H 1.311 2.869 0.399
H 2.647 3.407 -0.633
C -2.830 3.841 1.475
C -2.334 2.459 1.203
C -3.260 1.301 1.359
O -1.149 2.314 0.882
H -3.897 3.937 1.290
H -2.267 4.576 0.902
H -2.654 4.049 2.536
H -4.302 1.596 1.261
H -3.098 0.891 2.360
H -3.007 0.506 0.656
C 0.766 -1.458 -2.226
C -0.027 -0.214 -2.422
N -0.178 0.757 -1.549
C -0.992 1.712 -2.132
C -1.358 1.306 -3.369
N -0.740 0.074 -3.550
C -0.902 -0.784 -4.697
N -0.745 -0.045 -5.946
N -1.879 0.205 -6.712
N -1.549 0.875 -7.735
C -0.178 1.095 -7.670
C 0.656 1.758 -8.529
C 2.054 1.823 -8.179
C 2.550 1.242 -7.024
C 1.704 0.567 -6.147
C 0.324 0.504 -6.506
H 1.296 -1.390 -1.280
H 1.505 -1.598 -3.021
H 0.122 -2.341 -2.195
H -1.257 2.618 -1.615
H -2.007 1.749 -4.107
H -1.902 -1.213 -4.730
H -0.171 -1.587 -4.656
H 0.274 2.208 -9.438
H 2.737 2.340 -8.842
H 3.606 1.315 -6.803
H 2.082 0.117 -5.237

No. 3
93
Properties=species:S:1:pos:R:3 method="wB97M-V/def2-TZVPD" relative_energy_kcal_mol=30.1 homo_ev="-8.32 / -8.49" multiplicity=6 homo_lumo_gap_ev="8.51 / 5.92" e_tot_ev=-196245.8236 s_squared=8.77 e_lumo_ev="0.2 / -2.6"
Fe 0.819 2.195 0.040
F 6.029 2.679 0.377
C 5.226 3.727 0.550
F 5.975 4.819 0.594
F 4.633 3.584 1.736
S 3.883 3.804 -0.766
O 3.002 2.724 -0.373
O 4.534 3.708 -2.023
N 3.266 5.220 -0.440
S 1.726 5.374 -0.278
O 0.920 4.325 -0.870
O 1.273 6.708 -0.429
C 1.496 5.021 1.596
F 2.531 5.455 2.297
F 1.399 3.665 1.822
F 0.390 5.548 2.109
C -2.517 4.562 -1.082
Ge -1.599 2.931 -0.304
C -2.402 1.527 -1.532
C -1.613 0.917 -2.497
C -2.178 0.100 -3.460
C -3.549 -0.101 -3.476
C -4.344 0.496 -2.513
C -3.770 1.296 -1.542
C -2.522 2.688 1.505
C -3.432 3.630 1.925
C -4.060 3.538 3.176
C -3.744 2.524 4.036
C -2.780 1.561 3.676
C -2.386 0.547 4.574
C -1.445 -0.381 4.222
C -0.854 -0.327 2.951
C -1.206 0.661 2.073
C -2.164 1.639 2.395
H -3.597 4.426 -1.076
H -2.198 4.689 -2.111
H -2.262 5.467 -0.540
H -0.545 1.097 -2.485
H -1.555 -0.381 -4.200
H -3.997 -0.727 -4.232
H -5.412 0.331 -2.516
H -4.390 1.754 -0.782
H -3.681 4.457 1.277
H -4.785 4.289 3.457
H -4.206 2.449 5.011
H -2.839 0.534 5.555
H -1.152 -1.153 4.917
H -0.126 -1.066 2.655
H -0.748 0.700 1.085
C -1.148 -4.373 0.020
C -1.745 -3.042 -0.429
C -2.536 -2.398 0.710
C -2.643 -3.225 -1.654
O -0.719 -2.130 -0.818
Si 0.844 -1.969 -0.502
S 1.159 0.156 -0.567
O 1.155 -2.529 0.976
C 2.364 -2.812 1.680
C 1.972 -3.015 3.149
C 3.329 -1.637 1.537
C 2.970 -4.089 1.095
O 1.876 -2.630 -1.550
C 2.083 -2.531 -2.960
C 3.463 -3.146 -3.203
C 0.977 -3.305 -3.680
C 2.051 -1.070 -3.406
H -1.934 -5.027 0.383
H -0.432 -4.199 0.815
H -0.625 -4.861 -0.797
H -3.428 -2.975 0.937
H -2.828 -1.393 0.418
H -1.920 -2.333 1.600
H -3.417 -3.958 -1.444
H -2.054 -3.564 -2.504
H -3.115 -2.280 -1.910
H 1.726 -2.062 3.613
H 2.793 -3.464 3.701
H 1.107 -3.672 3.215
H 2.832 -0.716 1.839
H 3.629 -1.536 0.497
H 4.210 -1.788 2.156
H 2.288 -4.924 1.237
H 3.919 -4.318 1.571
H 3.121 -3.945 0.030
H 3.491 -4.167 -2.827
H 4.212 -2.561 -2.673
H 3.702 -3.151 -4.262
H 0.989 -4.355 -3.399
H 1.103 -3.225 -4.757
H 0.018 -2.878 -3.399
H 2.757 -0.483 -2.823
H 1.054 -0.668 -3.244
H 2.304 -0.983 -4.459

No. 4
81
Properties=species:S:1:pos:R:3 method="wB97M-V/def2-TZVPD" homo_ev=-8.63 homo_lumo_gap_ev=8.62 e_tot_ev=-67991.7494 smiles="C#C[C@]1([C@H](C)CC)[C@](C[C@H](C)O)([PH2]=O)C(=O)N[C@]1(C[C@H]1CO1)[C@@H](I)[C@H](C)I.c1ccccc1.c1ccccc1" e_lumo_ev=0.0
C 0.901 0.405 2.354
C -0.083 0.052 1.772
C -1.450 -0.383 1.263
C -2.361 0.565 2.121
C -1.987 0.525 3.650
C -3.892 0.431 1.876
C -4.581 1.708 2.498
C -1.507 -1.917 1.693
C -2.659 -2.435 2.604
C -2.630 -3.956 2.942
C -3.923 -4.709 2.477
O -2.629 -4.087 4.375
P 0.157 -2.718 2.053
O 0.478 -2.517 3.497
C -1.966 -2.623 0.342
O -1.861 -3.760 0.017
N -2.501 -1.548 -0.459
C -1.567 -0.360 -0.326
C -2.310 0.704 -1.136
C -2.162 2.202 -0.598
C -0.781 2.610 -0.019
O -1.294 3.052 -1.331
C -0.324 -0.931 -1.215
I -1.196 -1.934 -2.988
C 0.625 0.177 -1.796
C 1.225 -0.083 -3.225
I 2.469 0.318 -0.598
H 1.668 0.805 2.986
H -2.151 1.623 1.911
H -2.896 0.655 4.255
H -1.308 1.347 3.911
H -1.499 -0.411 3.948
H -4.360 -0.411 2.395
H -4.111 0.477 0.801
H -3.935 2.594 2.480
H -4.840 1.437 3.534
H -5.551 1.894 2.012
H -3.589 -2.280 2.027
H -2.803 -1.914 3.555
H -1.795 -4.519 2.512
H -3.624 -5.469 1.737
H -4.675 -4.041 2.041
H -4.323 -5.275 3.328
H -1.706 -4.107 4.661
H 1.157 -2.249 1.170
H 0.073 -4.120 1.858
H -3.442 -1.271 -0.190
H -3.401 0.590 -1.195
H -1.957 0.852 -2.164
H -3.048 2.651 -0.120
H 0.069 1.943 -0.062
H -1.119 3.214 0.824
H 0.303 -1.632 -0.654
H 0.189 1.179 -1.876
H 2.094 0.600 -3.267
H 0.567 0.249 -4.034
H 1.647 -1.085 -3.341
C 6.786 -0.081 3.408
C 5.486 0.023 2.932
C 5.258 0.323 1.596
C 6.328 0.522 0.735
C 7.628 0.427 1.213
C 7.857 0.124 2.548
H 6.965 -0.321 4.448
H 4.650 -0.130 3.604
H 4.242 0.401 1.224
H 6.149 0.753 -0.308
H 8.464 0.588 0.543
H 8.871 0.047 2.920
C 0.361 3.310 -7.577
C 1.469 2.735 -8.186
C 2.563 2.354 -7.421
C 2.552 2.553 -6.047
C 1.448 3.137 -5.439
C 0.352 3.514 -6.204
H -0.494 3.601 -8.174
H 1.478 2.582 -9.258
H 3.425 1.902 -7.896
H 3.404 2.254 -5.449
H 1.442 3.298 -4.368
H -0.509 3.968 -5.729

No. 5
79
Properties=species:S:1:pos:R:3 method="wB97M-V/def2-TZVPD" relative_energy_kcal_mol=0.1 homo_ev=-7.28 homo_lumo_gap_ev=7.77 e_tot_ev=-43998.6505 smiles="CCCCCc1cc(=O)oc2c([C@H](CCN3CCCC3)c3ccc(N(C)C)cc3)c(OC)cc(OC)c12" e_lumo_ev=0.5
C -6.992 -2.221 1.538
C -7.073 -1.183 0.424
C -5.700 -0.761 -0.102
C -5.004 -1.859 -0.906
C -3.620 -1.432 -1.395
C -2.548 -1.302 -0.350
C -2.738 -1.747 0.916
C -1.757 -1.601 1.957
O -1.883 -1.980 3.100
O -0.599 -0.964 1.620
C -0.358 -0.498 0.377
C 0.856 0.171 0.217
C 1.778 0.386 1.395
C 1.688 1.838 1.882
C 0.295 2.186 2.411
N -0.728 2.141 1.393
C -2.083 2.147 1.908
C -2.948 2.336 0.659
C -2.017 3.045 -0.341
C -0.697 3.209 0.418
C 3.175 -0.069 1.030
C 3.350 -1.391 0.639
C 4.587 -1.892 0.290
C 5.727 -1.080 0.313
N 6.966 -1.558 -0.082
C 7.151 -2.984 -0.215
C 8.142 -0.784 0.239
C 5.547 0.248 0.712
C 4.301 0.738 1.057
C 1.179 0.656 -1.048
O 2.344 1.343 -1.159
C 2.817 1.707 -2.431
C 0.317 0.434 -2.121
C -0.892 -0.215 -1.954
O -1.741 -0.438 -2.997
C -1.376 -0.023 -4.290
C -1.282 -0.680 -0.674
H -7.983 -2.423 1.938
H -6.363 -1.860 2.349
H -6.580 -3.159 1.173
H -7.584 -0.297 0.808
H -7.672 -1.578 -0.400
H -5.823 0.114 -0.746
H -5.075 -0.461 0.741
H -4.930 -2.776 -0.324
H -5.615 -2.084 -1.784
H -3.716 -0.473 -1.907
H -3.266 -2.148 -2.141
H -3.648 -2.228 1.229
H 1.423 -0.256 2.206
H 1.962 2.514 1.073
H 2.395 1.976 2.703
H 0.335 3.185 2.892
H 0.019 1.458 3.179
H -2.243 2.982 2.615
H -2.292 1.214 2.433
H -3.261 1.370 0.268
H -3.840 2.921 0.879
H -2.414 4.007 -0.663
H -1.866 2.424 -1.223
H -0.652 4.201 0.906
H 0.170 3.106 -0.234
H 2.492 -2.050 0.613
H 4.654 -2.928 0.003
H 6.948 -3.524 0.719
H 6.495 -3.375 -0.995
H 8.177 -3.186 -0.514
H 8.110 0.179 -0.274
H 9.027 -1.314 -0.108
H 8.247 -0.604 1.317
H 6.385 0.924 0.759
H 4.225 1.773 1.348
H 3.798 2.148 -2.259
H 2.926 0.837 -3.086
H 2.169 2.449 -2.911
H 0.594 0.793 -3.097
H -1.262 1.064 -4.352
H -0.455 -0.508 -4.628
H -2.199 -0.332 -4.934